{
  "formula": "C4H9NO",
  "method": "the ωB97M-V functional and the def2-TZVPD basis",
  "e_homo_ev": -8.65,
  "e_above_lowest_ev": 2.713,
  "lumo_ev": 1.14,
  "total_energy_ev": -7829.607,
  "symbols": ["C", "C", "C", "C", "O", "N", "H", "H", "H", "H", "H", "H", "H", "H", "H"],
  "coordinates": [[2.03, 0.58, -0.19], [1.46, -0.68, -0.78], [0.69, -1.54, -0.11], [-1.63, 0.44, 0.71], [-1.55, 0.59, -0.62], [-2.88, 0.74, 1.06], [1.95, 1.42, -0.88], [3.10, 0.45, 0.04], [1.51, 0.84, 0.74], [-0.66, 0.28, -0.87], [1.72, -0.90, -1.82], [0.31, -2.45, -0.56], [0.39, -1.33, 0.92], [-3.60, 1.00, 0.39], [-3.14, 0.66, 2.03]]
}

=====

{
  "formula": "C5H15NO2",
  "method": "the ωB97M-V functional and the def2-TZVPD basis",
  "e_homo_ev": -8.90,
  "e_above_lowest_ev": 2.604,
  "lumo_ev": 0.62,
  "smiles": "C=C(C)CCN.O.O",
  "total_energy_ev": -11011.342,
  "symbols": ["C", "C", "C", "C", "C", "N", "H", "H", "H", "H", "H", "H", "H", "H", "H", "H", "H", "O", "H", "H", "O", "H", "H"],
  "coordinates": [[-0.54, -1.22, -0.77], [-1.37, -0.40, -0.17], [-2.83, -0.41, -0.67], [-1.04, 0.46, 1.07], [0.26, 1.16, 0.79], [0.65, 2.22, 1.70], [-0.89, -1.97, -1.51], [0.49, -1.37, -0.45], [-3.62, -0.17, 0.07], [-3.12, -1.39, -1.17], [-2.83, 0.32, -1.52], [-0.97, -0.14, 1.96], [-1.90, 1.15, 1.16], [1.19, 0.36, 0.66], [0.20, 1.52, -0.35], [0.25, 3.15, 1.45], [0.72, 2.04, 2.61], [2.46, -0.86, -2.00], [1.83, -1.06, -2.78], [2.75, 0.03, -2.18], [3.13, -1.14, 0.88], [2.74, -0.53, 0.23], [2.46, -1.75, 0.99]]
}

=====

{
  "formula": "C26H24Cl2IrN4O5",
  "method": "the ωB97M-V functional and the def2-TZVPD basis",
  "e_homo_ev": [-13.13, -13.11],
  "e_above_lowest_ev": 2.740,
  "lumo_ev": [-7.82, -8.91],
  "total_charge": 2,
  "s_squared": 0.761,
  "multiplicity": 2,
  "total_energy_ev": -71416.811,
  "symbols": ["Ir", "O", "C", "C", "C", "C", "C", "C", "C", "O", "N", "N", "C", "C", "C", "C", "C", "C", "N", "H", "H", "H", "H", "H", "H", "H", "H", "H", "H", "Cl", "C", "C", "C", "Cl", "C", "O", "C", "C", "O", "C", "H", "H", "H", "O", "C", "C", "C", "C", "C", "C", "N", "H", "H", "H", "H", "H", "H", "H", "H", "H", "H", "H"],
  "coordinates": [[-0.05, 0.17, 0.85], [-1.26, 4.88, -1.69], [-0.57, 4.26, -2.62], [-0.42, 4.90, -3.86], [0.28, 4.29, -4.86], [0.87, 3.02, -4.67], [0.74, 2.38, -3.46], [0.02, 2.97, -2.42], [-0.11, 2.28, -1.15], [0.44, 1.12, -1.01], [-0.81, 2.83, -0.18], [-0.74, 2.06, 0.92], [-1.11, 2.50, 2.07], [-0.74, 1.66, 3.19], [-1.04, 1.94, 4.51], [-0.55, 1.09, 5.49], [0.23, 0.00, 5.12], [0.49, -0.23, 3.78], [0.01, 0.59, 2.83], [-1.31, 4.35, -0.87], [-0.88, 5.87, -3.99], [0.39, 4.79, -5.82], [1.43, 2.56, -5.47], [1.19, 1.41, -3.29], [-1.56, 3.48, 2.17], [-1.64, 2.80, 4.76], [-0.77, 1.28, 6.53], [0.64, -0.68, 5.86], [1.07, -1.07, 3.45], [-6.50, -2.44, -1.43], [-5.10, -1.82, -0.64], [-5.22, -1.29, 0.65], [-4.12, -0.79, 1.31], [-4.31, -0.12, 2.89], [-2.84, -0.80, 0.72], [-1.88, -0.28, 1.45], [-2.73, -1.35, -0.58], [-1.48, -1.51, -1.24], [-0.36, -1.17, -0.82], [-3.87, -1.86, -1.24], [-6.19, -1.26, 1.14], [-1.49, -2.03, -2.20], [-3.77, -2.28, -2.23], [0.99, -1.65, 1.22], [2.19, -1.98, 1.09], [2.60, -3.38, 1.42], [3.26, -3.97, 0.14], [2.72, -3.42, -1.19], [3.38, -2.12, -1.69], [3.02, -0.87, -0.89], [3.14, -1.16, 0.57], [1.72, -3.94, 1.72], [3.31, -3.39, 2.25], [3.12, -5.05, 0.17], [4.34, -3.81, 0.18], [1.64, -3.28, -1.13], [2.89, -4.17, -1.95], [3.10, -1.95, -2.73], [4.47, -2.24, -1.68], [2.00, -0.55, -1.10], [3.68, -0.03, -1.11], [4.07, -1.53, 0.74]]
}

=====

{
  "formula": "CH3FN2",
  "method": "the ωB97M-V functional and the def2-TZVPD basis",
  "e_homo_ev": -10.73,
  "e_above_lowest_ev": 0.318,
  "lumo_ev": 0.18,
  "smiles": "N#CN.F",
  "total_energy_ev": -6782.575,
  "symbols": ["N", "C", "N", "H", "H", "F", "H"],
  "coordinates": [[-0.22, 0.59, -0.56], [-0.33, -0.30, 0.16], [-0.51, -1.41, 0.88], [-1.08, -2.23, 0.63], [-0.01, -1.18, 1.81], [1.22, 2.68, -1.52], [0.94, 1.84, -1.41]]
}

=====

{
  "formula": "C22H37BCa2F3LiN2O14S2",
  "method": "the ωB97M-V functional and the def2-TZVPD basis",
  "e_homo_ev": -11.76,
  "lumo_ev": -9.86,
  "total_charge": 2,
  "total_energy_ev": -122613.589,
  "symbols": ["C", "C", "N", "C", "B", "C", "C", "C", "O", "C", "C", "O", "O", "C", "C", "O", "H", "H", "H", "H", "H", "H", "H", "H", "H", "H", "H", "H", "H", "H", "H", "H", "H", "H", "Ca", "C", "O", "H", "H", "H", "C", "O", "C", "C", "O", "C", "H", "H", "H", "H", "H", "H", "H", "H", "H", "H", "F", "C", "C", "C", "C", "C", "C", "H", "H", "H", "H", "H", "N", "S", "O", "O", "F", "S", "O", "O", "F", "C", "O", "O", "O", "H", "Li", "Ca"],
  "coordinates": [[1.36, 2.30, -0.46], [2.30, 2.29, 0.81], [2.20, 3.23, 1.63], [3.31, 1.14, 0.91], [3.89, 0.82, 2.37], [5.16, -0.14, 2.43], [5.46, -0.88, 1.08], [4.39, -1.95, 0.68], [3.52, -2.36, 1.75], [3.30, 1.35, 3.78], [3.94, 0.69, 5.01], [5.06, 0.86, 5.24], [3.18, -0.10, 5.95], [3.41, -1.46, 5.84], [2.27, -2.38, 6.40], [4.37, -1.96, 5.41], [0.50, 2.98, -0.32], [1.06, 1.24, -0.68], [1.98, 2.60, -1.33], [1.45, 3.87, 1.35], [2.78, 0.22, 0.55], [4.13, 1.35, 0.20], [6.04, 0.51, 2.65], [5.06, -0.92, 3.21], [5.62, -0.21, 0.23], [6.41, -1.44, 1.25], [3.82, -1.54, -0.19], [4.90, -2.86, 0.29], [3.57, -3.31, 1.90], [2.19, 1.29, 3.85], [3.54, 2.43, 3.83], [1.43, -2.49, 5.68], [2.72, -3.38, 6.53], [1.88, -2.02, 7.38], [0.36, -1.40, 5.37], [0.59, -4.99, 7.43], [0.48, -4.51, 6.17], [0.13, -4.40, 8.25], [0.14, -5.99, 7.61], [1.62, -5.14, 7.82], [-3.40, -0.40, -3.68], [-3.10, 0.89, -4.20], [-2.87, 1.83, -3.17], [-1.40, 2.03, -2.95], [-0.85, 0.78, -2.44], [-0.16, 0.01, -3.42], [-3.32, -1.12, -4.50], [-2.70, -0.69, -2.89], [-4.40, -0.43, -3.28], [-3.36, 1.52, -2.24], [-3.32, 2.78, -3.49], [-1.24, 2.80, -2.19], [-0.88, 2.36, -3.85], [0.83, 0.43, -3.61], [-0.71, -0.07, -4.37], [-0.06, -1.01, -3.02], [-6.34, 2.76, -6.02], [-6.03, 1.93, -7.03], [-5.03, 0.99, -6.85], [-4.71, 0.13, -7.89], [-5.38, 0.23, -9.11], [-6.38, 1.18, -9.28], [-6.71, 2.03, -8.23], [-4.52, 0.93, -5.90], [-3.94, -0.62, -7.76], [-5.13, -0.44, -9.92], [-6.90, 1.26, -10.22], [-7.49, 2.78, -8.34], [-8.04, -0.95, -1.23], [-7.65, -2.49, -1.31], [-7.32, -3.12, -0.07], [-6.90, -2.89, -2.46], [-9.08, -3.09, -1.61], [-6.83, -0.04, -0.85], [-7.21, 1.27, -0.46], [-5.66, -0.13, -1.68], [-6.31, -0.65, 0.54], [8.04, 3.01, 5.09], [8.26, 2.07, 5.94], [6.70, 3.03, 4.65], [8.79, 3.83, 4.62], [6.44, 2.28, 5.20], [6.68, 0.39, 6.76], [0.06, -0.80, -1.13]]
}

=====

{
  "formula": "C32H56Cl3IN4O8P2S",
  "method": "the ωB97M-V functional and the def2-TZVPD basis",
  "e_homo_ev": -7.98,
  "lumo_ev": -0.35,
  "total_energy_ev": -131514.009,
  "symbols": ["C", "C", "C", "C", "C", "C", "C", "C", "C", "C", "C", "C", "C", "C", "C", "C", "C", "Cl", "C", "C", "Cl", "O", "S", "O", "O", "C", "I", "P", "N", "O", "O", "C", "Cl", "P", "C", "C", "H", "H", "H", "H", "H", "H", "H", "H", "H", "H", "H", "H", "H", "H", "H", "H", "H", "H", "H", "H", "H", "H", "H", "H", "H", "H", "H", "H", "H", "H", "H", "H", "H", "H", "H", "C", "C", "O", "N", "C", "H", "H", "H", "H", "H", "H", "H", "C", "C", "O", "N", "C", "H", "H", "H", "H", "H", "H", "H", "C", "C", "O", "N", "C", "H", "H", "H", "H", "H", "H", "H"],
  "coordinates": [[1.74, -0.75, 0.06], [2.06, -0.74, -1.44], [1.01, -0.03, -2.30], [0.41, -0.91, -3.41], [-1.06, -0.61, -3.78], [-2.07, -1.52, -3.05], [-3.20, -0.75, -2.32], [-3.40, -1.26, -0.87], [-2.01, -1.12, -0.16], [-2.04, -1.33, 1.36], [-1.93, -0.06, 2.19], [-2.57, -0.04, 3.43], [-2.52, 1.10, 4.24], [-1.81, 2.23, 3.83], [-1.14, 2.21, 2.60], [-1.21, 1.07, 1.80], [-4.35, -0.46, 0.01], [-4.03, 1.25, -0.06], [-5.27, -0.90, 0.86], [-5.55, -2.33, 1.18], [-6.21, 0.21, 1.79], [-3.60, -2.68, -0.90], [-4.55, -3.37, -1.98], [-5.62, -4.08, -1.36], [-3.68, -4.16, -2.78], [-5.37, -2.03, -3.02], [-7.31, -1.67, -2.03], [-5.83, -2.90, -4.61], [-4.66, -3.41, -5.46], [-6.73, -1.84, -5.42], [-6.82, -4.06, -4.13], [-4.48, -0.73, -3.21], [-4.00, -0.55, -4.95], [-5.48, 0.89, -2.89], [-6.61, 1.11, -4.32], [-4.23, 2.18, -3.32], [1.50, 0.25, 0.40], [0.94, -1.44, 0.31], [2.60, -1.07, 0.63], [3.03, -0.26, -1.54], [2.20, -1.77, -1.75], [0.26, 0.45, -1.67], [1.54, 0.79, -2.79], [0.53, -1.95, -3.12], [1.03, -0.78, -4.29], [-1.14, -0.73, -4.85], [-1.24, 0.44, -3.56], [-2.48, -2.24, -3.75], [-1.49, -2.12, -2.37], [-2.88, 0.27, -2.23], [-1.36, -1.90, -0.54], [-1.58, -0.16, -0.44], [-1.15, -1.91, 1.62], [-2.88, -1.93, 1.68], [-3.12, -0.90, 3.77], [-3.01, 1.13, 5.20], [-1.75, 3.13, 4.44], [-0.59, 3.07, 2.25], [-0.71, 1.10, 0.85], [-5.98, -2.37, 2.18], [-4.66, -2.94, 1.22], [-6.28, -2.80, 0.52], [-4.72, -4.41, -5.53], [-7.61, -1.76, -5.02], [-7.72, -3.94, -4.46], [-6.10, 1.13, -5.28], [-7.02, 2.10, -4.15], [-7.44, 0.42, -4.30], [-4.56, 2.75, -4.19], [-3.26, 1.77, -3.57], [-4.17, 2.88, -2.49], [7.25, 0.78, -1.37], [5.82, 1.15, -1.68], [5.08, 0.42, -2.32], [5.38, 2.35, -1.22], [6.12, 3.33, -0.44], [7.45, -0.20, -1.80], [7.94, 1.50, -1.80], [7.41, 0.73, -0.29], [4.42, 2.55, -1.45], [5.62, 3.50, 0.51], [6.15, 4.28, -0.99], [7.13, 3.00, -0.25], [1.79, -0.69, 5.20], [0.94, -1.87, 4.80], [0.59, -2.04, 3.65], [0.56, -2.73, 5.78], [0.87, -2.68, 7.20], [2.00, -0.10, 4.32], [1.27, -0.06, 5.92], [2.74, -1.02, 5.64], [-0.01, -3.49, 5.45], [1.41, -3.58, 7.49], [-0.05, -2.62, 7.78], [1.49, -1.81, 7.42], [10.55, 2.71, 2.48], [9.13, 3.16, 2.20], [8.35, 2.48, 1.56], [8.75, 4.36, 2.70], [9.53, 5.30, 3.49], [10.70, 1.74, 2.02], [11.27, 3.41, 2.06], [10.72, 2.62, 3.55], [7.80, 4.60, 2.49], [9.05, 5.46, 4.46], [9.59, 6.26, 2.97], [10.53, 4.92, 3.65]]
}